No. 1
C17H51N9O8 | the ωB97M-V functional and the def2-TZVPD basis

As for the SMILES: COC[C@H](C)N.COC[C@H](C)N.COC[C@H](C)N.NC(N)=O.NC(N)=O.NC(N)=O.OCCO. Its total energy is -1773.10367 hartree. Its gap between HOMO and LUMO is 9.37 eV. As for the multiplicity: 1. Its highest occupied orbital energy is -8.96 eV.

Positions of all 85 atoms, in Å:
C1 1.4253 -23.5328 -18.6572
C2 1.1659 -24.9374 -19.1708
C3 -0.2696 -25.2031 -19.5484
O1 -0.5258 -26.5766 -19.6116
C4 -1.8641 -26.9372 -19.8239
N1 2.0474 -25.2370 -20.3166
H1 0.7318 -23.2710 -17.8554
H2 1.4646 -22.7887 -19.4510
H3 2.3911 -23.5215 -18.1435
H4 1.3981 -25.6007 -18.3250
H5 -0.5048 -24.7776 -20.5378
H6 -0.9016 -24.7189 -18.7866
H7 -1.9501 -28.0208 -19.8172
H8 -2.3120 -26.5332 -20.7369
H9 -2.4340 -26.5849 -18.9483
H10 1.7533 -26.1009 -20.7719
H11 2.9538 -25.5143 -19.9455
C5 -3.1306 -25.5697 -23.6173
C6 -4.5609 -26.0903 -23.6572
C7 -4.5991 -27.5834 -23.4610
O2 -5.9343 -27.9779 -23.1490
C8 -6.0600 -29.3435 -22.8608
N2 -5.2749 -25.4128 -22.5593
H12 -3.0481 -24.4900 -23.7350
H13 -2.5054 -26.0140 -24.4049
H14 -2.6317 -25.8362 -22.6831
H15 -5.0213 -25.8269 -24.6152
H16 -3.9655 -27.8695 -22.6086
H17 -4.3190 -28.1460 -24.3603
H18 -5.5218 -29.7417 -21.9973
H19 -5.8367 -29.9352 -23.7606
H20 -7.1314 -29.4958 -22.7053
H21 -5.6144 -26.0885 -21.8888
H22 -4.7227 -24.6945 -22.1023
C9 -1.5323 -21.8581 -19.6829
C10 -3.0275 -21.6077 -19.5724
C11 -3.8422 -22.7986 -20.0405
O3 -3.7521 -23.1172 -21.3976
C12 -4.4019 -22.1406 -22.2242
N3 -3.3823 -21.3228 -18.1737
H23 -1.3067 -22.4099 -20.6000
H24 -1.1700 -22.4405 -18.8336
H25 -0.9528 -20.9337 -19.7197
H26 -3.2609 -20.6916 -20.1326
H27 -4.9004 -22.6410 -19.7567
H28 -3.5876 -23.6354 -19.3795
H29 -4.3264 -22.4909 -23.2480
H30 -3.9839 -21.1426 -22.1085
H31 -5.4543 -22.1307 -21.9199
H32 -2.9092 -20.4977 -17.8314
H33 -4.3786 -21.1591 -18.0882
C13 -0.3828 -23.3680 -23.4519
C14 0.9966 -22.9203 -23.0085
O4 1.8986 -23.9925 -23.0383
O5 -0.2933 -23.7918 -24.8359
H34 -1.1294 -22.5740 -23.3572
H35 -0.7289 -24.1977 -22.8298
H36 0.8826 -22.5171 -21.9906
H37 1.3277 -22.0651 -23.6021
H38 1.8741 -24.4249 -22.1703
H39 0.6567 -23.8205 -25.0163
C15 4.5211 -22.3197 -25.9519
O6 5.3925 -21.8246 -25.2629
N4 3.3877 -22.9082 -25.4587
N5 4.6133 -22.4072 -27.3184
H40 3.2725 -23.1140 -24.4834
H41 2.7267 -23.2150 -26.1678
H42 3.8228 -22.7716 -27.8215
H43 5.4489 -22.0826 -27.7605
C16 0.3968 -23.3036 -28.1112
O7 1.4519 -23.5236 -27.5136
N6 -0.7329 -24.0063 -27.8542
N7 0.2901 -22.3258 -29.0496
H44 -0.7246 -24.6124 -27.0518
H45 -1.6039 -23.8486 -28.3254
H46 1.1458 -21.8338 -29.2392
H47 -0.5520 -21.8817 -29.3672
C17 -2.3369 -20.8494 -26.2597
O8 -2.6647 -19.8444 -26.8594
N8 -3.2380 -21.8512 -25.9300
N9 -1.0554 -21.1599 -25.9067
H48 -3.0501 -22.6317 -25.3297
H49 -4.0569 -21.8213 -26.5097
H50 -0.2929 -20.5630 -26.1712
H51 -0.8009 -22.1022 -25.6232

Atomic forces in eV per Å
0.4169 -0.0728 0.4200
0.2612 -0.4903 0.0652
-0.6412 0.5619 -0.0889
0.8237 -0.8030 -0.2217
-0.4372 0.3348 0.9871
0.2125 -0.5089 -0.0328
-0.2525 0.1200 -0.3037
-0.2538 0.0666 0.0301
0.1440 0.0236 -0.3050
-0.1818 -0.1552 -0.1441
0.0225 0.3376 0.1706
-0.1436 -0.1298 -0.1819
0.2519 -0.0530 -0.1936
0.1834 0.0918 -0.0186
-0.2674 0.0411 -0.3154
-0.3623 0.0325 0.1991
0.1422 0.4542 -0.1718
0.8355 -0.7196 -0.8362
0.2641 1.1012 0.9198
-0.6660 -0.7089 0.1853
0.3891 0.4013 0.3895
-1.1230 -0.3572 -0.9292
-0.3862 -0.2661 -0.2615
-0.2771 0.0544 0.0541
-0.1364 0.0927 -0.0398
-0.2277 0.0803 0.0923
-0.0613 -0.0980 -0.0028
0.2250 0.0290 -0.1602
0.4413 0.1947 0.0137
0.3137 0.3874 0.0396
0.3578 -0.0903 0.1889
0.1142 -0.0575 0.2577
-0.1615 0.1308 0.0098
0.0507 -0.3394 -0.0325
0.1921 -0.1049 -0.1740
0.2858 1.0839 0.3041
-0.9623 0.1357 1.2607
0.6016 0.3298 -0.2861
-0.3424 -0.6070 0.6191
-0.1006 -0.6196 0.1263
-0.0268 0.0242 0.0172
-0.1696 -0.0035 -0.0512
-0.0847 0.0538 0.0760
-0.0612 -0.3822 -0.5219
0.0290 0.2788 -0.2966
0.4491 -0.2906 -0.6011
0.0296 0.1000 -0.0656
0.1598 -0.0185 -0.1136
-0.0559 0.2107 -0.2591
0.0722 0.0158 -0.0608
0.0141 0.0737 0.0082
0.2882 -0.2365 -0.5287
-1.0808 0.5331 1.2326
0.2587 0.2005 -0.5048
-0.1966 0.2579 0.5935
0.1101 0.1356 -0.1392
0.0827 -0.1194 -0.0930
0.1532 -0.0783 0.0145
0.2691 -0.2849 -0.3127
0.2623 -0.0336 0.3193
-0.0747 -0.3147 -0.2945
0.1550 -0.4732 0.4099
0.2137 0.1439 0.1376
-0.1845 0.3345 -0.9361
-0.4391 0.0696 0.1922
0.1180 -0.0140 0.0522
-0.0288 -0.2060 0.7247
0.2627 -0.0254 -0.3214
-0.0431 0.1092 -0.1148
-0.4448 0.2089 0.3688
-0.1451 -0.0645 -0.3083
0.0193 -0.2777 0.0524
0.6763 0.2226 -0.4138
-0.0027 0.0561 0.0196
0.0519 0.1260 -0.0316
-0.0367 0.0622 0.0439
-0.2127 -0.2768 0.2133
0.6568 -0.7773 -0.0698
-0.1056 -0.0235 -0.0085
-0.3157 0.7399 -0.4267
0.2915 -0.0694 0.3875
0.2107 -0.0866 -0.1986
-0.2950 -0.1936 0.3756
-0.2266 0.2839 -0.0648
-0.1480 0.1057 -0.1349

Atomic partial charges in e from the Mulliken method, atoms 1 to 6:
1. C -1.502
2. C 0.487
3. C -0.162
4. O -0.425
5. C -0.257
6. N -0.591

***

No. 2
C30H21N4O8RbS | the ωB97M-V functional and the def2-TZVPD basis

Its total energy is -2399.22776 hartree. Its charge is -2. Its gap between HOMO and LUMO is 7.18 eV. As for the multiplicity: 1. Its highest occupied orbital energy is -3.64 eV.

Positions of all 65 atoms, in Å:
Rb1 -0.2312 -0.4572 0.6656
O1 -5.2002 6.3648 1.2931
C1 -4.4782 5.9402 2.2170
O2 -4.4222 6.2739 3.4166
C2 -3.5492 4.7496 1.8252
C3 -3.4721 4.3161 0.5100
C4 -2.6104 3.2693 0.1904
N1 -1.8800 2.6492 1.1116
C5 -1.9158 3.0815 2.3653
C6 -2.7391 4.1331 2.7654
C7 -0.9673 2.4143 3.2974
C8 -1.2284 2.3097 4.6624
C9 -0.2957 1.6859 5.4735
C10 0.8641 1.1832 4.9080
C11 1.0380 1.3325 3.5389
N2 0.1570 1.9364 2.7550
C12 -2.3501 2.8413 -1.2122
C13 -3.1733 3.2024 -2.2801
C14 -2.8026 2.8277 -3.5611
C15 -1.6204 2.1297 -3.7545
C16 -0.8626 1.8120 -2.6328
N3 -1.2323 2.1388 -1.4030
H1 -4.0719 4.8365 -0.2239
H2 -2.7536 4.5141 3.7782
H3 -2.1540 2.6933 5.0698
H4 -0.4771 1.5811 6.5366
H5 1.6075 0.6698 5.5020
H6 1.9290 0.9502 3.0512
H7 -4.0781 3.7707 -2.1170
H8 -3.4279 3.0957 -4.4050
H9 -1.2918 1.8391 -4.7443
H10 0.0925 1.2991 -2.7128
O3 5.4644 -4.2371 1.1371
C17 4.3813 -3.4208 0.9217
C18 4.4196 -2.4007 -0.0168
C19 3.2864 -1.6216 -0.1935
N4 2.1934 -1.7937 0.5432
C20 2.1489 -2.7875 1.4302
C21 3.2190 -3.6485 1.6405
C22 0.8076 -2.9884 2.1625
O4 0.3410 -4.1425 2.0853
O5 0.3313 -1.9785 2.7325
C23 3.2264 -0.5763 -1.3385
O6 4.2700 -0.4669 -2.0163
O7 2.1248 -0.0033 -1.4944
H11 6.1668 -3.9438 0.5506
H12 5.2886 -2.2148 -0.6384
H13 3.1437 -4.4700 2.3398
C24 -1.9934 -2.4607 -3.4788
S1 -1.1155 -1.4431 -2.2259
O8 -1.7926 -1.7702 -0.9531
C25 0.3544 -2.4678 -2.3624
C26 0.5493 -3.5379 -1.5098
C27 1.6654 -4.3421 -1.6934
C28 2.5707 -4.0541 -2.7032
C29 2.3781 -2.9574 -3.5349
C30 1.2633 -2.1550 -3.3624
H14 -1.9552 -3.4931 -3.1375
H15 -1.4988 -2.3474 -4.4431
H16 -3.0249 -2.1133 -3.5350
H17 -0.1507 -3.7403 -0.7056
H18 1.8430 -5.1640 -1.0113
H19 3.4576 -4.6661 -2.8159
H20 3.1193 -2.6990 -4.2787
H21 1.1143 -1.2776 -3.9807

Atomic forces in eV per Å
0.1369 1.5356 0.3249
0.1130 0.1280 0.0011
-0.1918 -0.4770 0.0738
0.0701 0.1237 -0.0707
-0.0406 0.3044 0.0099
0.0625 -0.1148 -0.0352
-0.0810 0.1383 0.2505
0.1670 -0.1592 -0.0297
-0.2346 0.1888 -0.1147
0.0475 -0.0797 0.0188
0.0972 -0.0598 0.1932
-0.0025 0.0054 -0.0660
0.0586 -0.0268 0.0176
-0.0400 0.0142 0.0061
0.0470 0.0070 0.1639
-0.0606 -0.0493 -0.0566
-0.0268 -0.0896 -0.2231
0.0388 -0.0290 0.0021
-0.0039 0.0100 -0.0143
-0.0085 0.0016 0.0356
-0.0181 0.1578 -0.1277
0.1788 -0.0281 0.0342
0.0070 0.0143 0.0002
0.0002 0.0030 -0.0086
-0.0017 0.0084 -0.0112
-0.0229 -0.0016 -0.0059
0.0004 -0.0129 -0.0129
-0.0318 -0.0476 0.0026
-0.0130 -0.0223 0.0453
-0.0027 -0.0071 0.0013
0.0224 0.0134 0.0071
-0.0297 -0.0495 -0.0034
-0.0301 -0.0844 0.0846
-0.1732 0.1052 -0.0422
0.0945 -0.0572 -0.0020
-0.0216 0.0622 -0.1673
0.0896 -0.0915 0.1250
-0.0193 -0.0835 0.0328
0.1063 -0.0307 0.0386
0.2015 -0.3474 0.2277
0.0492 0.0741 -0.0129
0.1556 -0.2583 0.1712
-0.0361 -0.0045 -0.1181
-0.0555 -0.0204 0.0874
-0.0373 0.0326 0.0619
0.0572 0.0399 -0.0558
-0.0346 0.0479 -0.0194
-0.0379 0.0014 -0.0148
-0.0561 0.4334 0.1456
0.0611 -0.9747 -1.3202
-0.6607 -0.4034 0.1475
0.0997 0.1102 -0.0232
-0.2509 -0.0446 0.0224
0.0771 0.0035 0.0429
0.0546 -0.0398 0.0562
-0.0206 0.0039 0.0170
-0.0046 -0.0452 -0.0419
0.0187 0.0046 0.0252
0.0180 -0.0178 0.0309
0.0260 0.0627 0.0217
0.0402 0.0502 0.0249
-0.0147 0.0066 0.0033
0.0052 0.0115 -0.0121
0.0012 0.0125 -0.0089
0.0604 0.0412 0.0636

Atomic partial charges in e from the Mulliken method, atoms 1 to 6:
1. Rb 0.806
2. O -0.745
3. C 0.543
4. O -0.742
5. C -0.461
6. C -0.874

***

No. 3
C17H10BF11N7O4RuS3 | the ωB97M-V functional and the def2-TZVPD basis

The expectation value of S² is 0.7563. Its total energy is -3750.99077 hartree. Its gap between HOMO and LUMO (spin up / spin down) is 9.09 / 7.36 eV. As for the multiplicity: 2. Its highest occupied orbital energy (spin up / spin down) is -9.02 / -9.21 eV.

Positions of all 54 atoms, in Å:
Ru1 0.2234 0.1946 0.8948
C1 1.5377 -2.0540 -2.4354
C2 1.2007 -0.8414 -1.8379
N1 0.9064 -1.0456 -0.5558
N2 1.0348 -2.3618 -0.3042
C3 1.4157 -2.9883 -1.4257
B1 0.6959 -2.9205 1.0961
N3 -0.7807 -2.5985 1.3744
C4 -1.7799 -3.3990 1.7638
C5 -2.9362 -2.6500 1.8447
C6 -2.5455 -1.3652 1.4780
N4 -1.2412 -1.3407 1.2016
N5 1.5551 -2.1346 2.1048
C7 2.3651 -2.5227 3.0940
C8 2.8507 -1.3954 3.7327
C9 2.2713 -0.3252 3.0582
N6 1.4958 -0.7906 2.0805
H1 1.8305 -2.2219 -3.4559
H2 1.1620 0.1524 -2.2509
H3 1.5741 -4.0532 -1.4216
H4 0.9074 -4.0951 1.1600
H5 -1.5994 -4.4449 1.9462
H6 -3.9204 -2.9814 2.1218
H7 -3.1505 -0.4796 1.3771
H8 2.5403 -3.5698 3.2738
H9 3.5279 -1.3528 4.5664
H10 2.3664 0.7355 3.2146
F1 -0.4306 2.6601 5.3772
C10 -1.3164 2.9111 4.4171
F2 -2.4747 3.2551 4.9632
F3 -0.8756 3.9219 3.6751
S1 -1.5196 1.3878 3.3971
O1 -0.2692 1.3190 2.6470
O2 -1.8144 0.3568 4.3304
N7 -2.7696 1.7139 2.4989
S2 -2.6686 1.9782 0.9710
O3 -3.6814 1.3039 0.2274
O4 -1.2897 1.8200 0.5326
C11 -3.0469 3.7654 0.7654
F4 -4.2772 4.0061 1.1967
F5 -2.9555 4.0803 -0.5192
F6 -2.1911 4.5124 1.4632
F7 0.7076 7.3384 0.6996
C12 0.9330 6.0321 0.6050
C13 1.4076 5.3301 1.6984
F8 1.6493 5.9671 2.8431
C14 1.6292 3.9696 1.5886
F9 2.1178 3.3242 2.6537
C15 1.3854 3.2800 0.4096
S3 1.8598 1.5899 0.2384
C16 0.8964 4.0084 -0.6665
F10 0.6458 3.4005 -1.8257
C17 0.6754 5.3702 -0.5827
F11 0.2063 6.0477 -1.6290

Atomic forces in eV per Å
0.4021 0.2187 1.0952
0.0152 -0.0600 -0.0074
0.0088 -0.0654 0.0484
-0.3241 0.0611 -0.5825
-0.0042 0.0056 0.0010
0.0289 -0.0302 -0.0326
0.0370 0.0066 -0.0831
0.0731 -0.1334 0.0130
0.0229 -0.0035 -0.0578
-0.0004 0.0190 -0.0478
-0.1454 -0.0104 -0.0148
-0.0091 0.2191 0.2222
0.0207 0.0040 -0.0692
0.0267 -0.0067 0.0001
0.0102 -0.0019 0.0044
0.0063 0.0331 0.0203
0.0145 -0.3154 -0.0363
0.0020 -0.0104 -0.0002
-0.0083 -0.0079 0.0159
0.0078 -0.0037 -0.0060
0.0020 -0.0016 0.0162
0.0091 -0.0020 -0.0040
-0.0005 0.0016 -0.0042
0.0293 -0.2619 0.0759
-0.0024 0.0009 0.0013
0.0009 -0.0011 -0.0014
-0.0022 0.0191 -0.0069
-0.0370 0.0121 -0.0375
0.2175 0.1014 0.0574
0.0115 -0.1244 -0.0166
0.0679 -0.0301 -0.0139
-0.5467 0.0977 0.2674
0.3082 0.0225 0.7482
0.0942 -0.0836 -0.0223
-0.1754 0.0622 0.5685
0.3035 -0.3765 -0.5405
-0.1310 0.2118 0.0827
-0.3055 0.3933 -1.6454
0.1301 0.1822 0.0960
0.0078 -0.0340 -0.0173
0.0256 0.0144 -0.0311
-0.0299 -0.0720 -0.1441
0.0086 0.0302 0.0007
-0.0656 -0.0012 0.0318
-0.0155 -0.0389 0.0286
0.0004 0.0062 0.0121
0.0071 -0.0157 0.0474
-0.0402 0.0402 -0.0219
-0.0035 -0.0506 0.0824
0.0324 0.0398 -0.0676
0.0171 -0.0184 0.0384
-0.0233 -0.0270 -0.0582
-0.0731 -0.0246 0.0189
-0.0060 0.0095 -0.0238

Atomic partial charges in e from the Mulliken method, atoms 1 to 6:
1. Ru -0.170
2. C -1.252
3. C -0.271
4. N 0.494
5. N 0.061
6. C -0.118

***

What max |F| values result from the calculations? In sequence: 1.72, 1.64, 1.72 eV/A.
What ΔE to the lowest compared entry with this formula, charge and spin values result from the calculations? In sequence: 0.000, 0.610, 0.070 eV.